*a*
{
  "formula": "C8H14",
  "method": "ωB97M-V with the def2-TZVPD basis set",
  "smiles": "C=C/C=C(/C)CCC",
  "orbital_gap_ha": 0.346,
  "total_charge": 0,
  "symbols": ["C", "C", "C", "C", "C", "C", "C", "C", "H", "H", "H", "H", "H", "H", "H", "H", "H", "H", "H", "H", "H", "H"],
  "xyz": [[-2.66, 1.70, 0.23], [-1.52, 0.88, -0.44], [-0.41, 0.57, 0.57], [0.26, -0.76, 0.41], [1.44, -0.95, -0.18], [2.31, 0.06, -0.77], [3.48, -0.23, -1.35], [-0.45, -2.00, 0.94], [-2.17, 2.27, 1.03], [-3.47, 1.17, 0.71], [-3.05, 2.49, -0.41], [-1.22, 1.52, -1.26], [-1.93, -0.06, -0.80], [0.39, 1.32, 0.51], [-0.81, 0.67, 1.58], [1.82, -1.97, -0.20], [2.08, 1.09, -0.53], [3.73, -1.28, -1.41], [4.09, 0.62, -1.60], [0.03, -2.49, 1.74], [-1.53, -1.86, 1.09], [-0.42, -2.75, 0.14]],
  "mulliken_charge": [-1.205, -0.169, -0.965, 0.702, -0.158, -0.100, -0.943, -1.595, 0.342, 0.306, 0.344, 0.252, 0.330, 0.311, 0.435, 0.303, 0.125, 0.275, 0.286, 0.402, 0.338, 0.385]
}

---

*b*
{
  "formula": "C8H14",
  "method": "ωB97M-V with the def2-TZVPD basis set",
  "smiles": "C=C/C(=C/C)CCC",
  "orbital_gap_ha": 0.341,
  "total_charge": 0,
  "symbols": ["C", "C", "C", "C", "C", "C", "C", "C", "H", "H", "H", "H", "H", "H", "H", "H", "H", "H", "H", "H", "H", "H"],
  "xyz": [[0.21, -2.29, -2.04], [-0.04, -1.64, -0.65], [0.17, -0.13, -0.78], [0.28, 0.71, 0.50], [-0.73, 0.83, 1.39], [-2.02, 0.06, 1.21], [1.81, 2.53, 1.31], [1.26, 1.83, 0.32], [-0.33, -1.64, -2.74], [-0.01, -3.35, -2.10], [1.27, -2.08, -2.24], [-0.99, -1.86, -0.17], [0.75, -2.02, 0.00], [1.14, -0.07, -1.28], [-0.66, 0.36, -1.30], [-0.62, 1.42, 2.29], [-2.85, 0.59, 1.68], [-2.29, -0.11, 0.16], [-1.89, -0.96, 1.58], [2.63, 3.23, 1.18], [1.56, 2.35, 2.35], [1.37, 2.25, -0.68]],
  "mulliken_charge": [-1.207, -0.224, -0.970, 0.733, -0.317, -1.325, -0.813, -0.317, 0.309, 0.365, 0.307, 0.310, 0.285, 0.422, 0.373, 0.299, 0.380, 0.329, 0.282, 0.278, 0.206, 0.295]
}

---

Pick *a*: it beats the second-best structure by 0.0167 hartree.

---

*a*
{
  "formula": "C8H13NS",
  "method": "ωB97M-V with the def2-TZVPD basis set",
  "smiles": "C#CC(C)(C)N1CCCS1",
  "orbital_gap_ha": 0.327,
  "total_charge": 0,
  "symbols": ["C", "C", "C", "C", "C", "C", "C", "C", "N", "S", "H", "H", "H", "H", "H", "H", "H", "H", "H", "H", "H", "H", "H"],
  "xyz": [[-1.24, 1.28, -1.75], [-1.17, 0.45, -0.88], [2.12, 1.20, 0.07], [0.95, 0.86, 1.02], [2.17, 0.13, -1.01], [-1.95, -0.26, 1.33], [-1.24, -1.94, -0.39], [-1.02, -0.54, 0.15], [0.46, -0.49, 0.79], [1.64, -1.35, -0.09], [-1.36, 2.01, -2.49], [2.00, 2.20, -0.37], [3.06, 1.18, 0.62], [1.28, 0.92, 2.06], [0.13, 1.57, 0.88], [1.45, 0.31, -1.81], [3.16, -0.04, -1.42], [-1.79, -1.01, 2.10], [-1.77, 0.72, 1.75], [-2.99, -0.31, 1.00], [-0.92, -2.67, 0.35], [-2.30, -2.09, -0.60], [-0.68, -2.11, -1.31]],
  "mulliken_charge": [0.071, -0.988, -0.561, -0.571, -0.542, -1.525, -1.906, 1.637, -0.182, -0.159, 0.455, 0.312, 0.295, 0.367, 0.276, 0.182, 0.435, 0.367, 0.345, 0.410, 0.412, 0.453, 0.416]
}

---

*b*
{
  "formula": "C8H13NS",
  "method": "ωB97M-V with the def2-TZVPD basis set",
  "smiles": "CC1=N[C@]2(CC2(C)C)SC1",
  "orbital_gap_ha": 0.318,
  "total_charge": 0,
  "symbols": ["C", "C", "C", "C", "C", "C", "C", "C", "N", "S", "H", "H", "H", "H", "H", "H", "H", "H", "H", "H", "H", "H", "H"],
  "xyz": [[-2.00, 0.38, -0.03], [-2.22, -1.15, 0.06], [1.40, -0.18, -1.55], [1.59, -0.06, -0.07], [0.13, -0.28, -0.43], [-3.13, 1.28, 0.11], [1.92, 1.28, 0.52], [2.29, -1.21, 0.63], [-0.79, 0.73, -0.25], [-0.61, -1.92, -0.14], [-2.55, -1.37, 1.05], [-2.87, -1.58, -0.61], [1.65, 0.73, -2.20], [1.74, -1.11, -1.93], [-3.68, 0.63, 0.71], [-3.55, 1.47, -0.82], [-2.88, 2.23, 0.47], [1.99, 1.20, 1.60], [1.26, 1.98, 0.28], [2.87, 1.61, 0.22], [1.88, -2.12, 0.27], [2.24, -1.32, 1.68], [3.34, -1.19, 0.41]],
  "mulliken_charge": [0.584, -0.716, -1.152, 1.656, 0.376, -1.312, -2.009, -1.694, -0.605, -0.258, 0.399, 0.434, 0.266, 0.361, 0.392, 0.305, 0.376, 0.368, 0.592, 0.431, 0.433, 0.383, 0.390]
}

---

Pick *b*: it beats the second-best structure by 0.0072 hartree.

---

*a*
{
  "formula": "C2H8NO2",
  "method": "ωB97M-V with the def2-TZVPD basis set",
  "orbital_gap_ha": 0.413,
  "total_charge": 1,
  "symbols": ["C", "N", "H", "H", "H", "H", "H", "H", "O", "C", "O", "H", "H"],
  "xyz": [[-1.72, -0.69, 1.80], [-0.25, -0.86, 2.04], [-2.42, -0.27, 2.52], [-1.70, -0.10, 0.90], [-2.22, -1.59, 1.50], [-0.14, -1.27, 2.97], [0.12, 0.02, 1.99], [0.09, -1.39, 1.16], [0.45, -0.21, -0.73], [0.86, 0.34, -1.74], [0.93, 1.59, -1.82], [0.84, -0.37, -2.68], [1.30, 1.99, -2.65]],
  "mulliken_charge": [-0.827, -0.251, 0.341, 0.328, 0.353, 0.337, 0.321, 0.413, -0.520, 0.215, -0.377, 0.277, 0.390]
}

---

*b*
{
  "formula": "C2H8NO2",
  "method": "ωB97M-V with the def2-TZVPD basis set",
  "orbital_gap_ha": 0.374,
  "total_charge": 1,
  "symbols": ["C", "C", "N", "O", "O", "H", "H", "H", "H", "H", "H", "H", "H"],
  "xyz": [[0.58, 1.66, 0.72], [0.53, 0.19, 0.38], [-0.63, -1.71, -1.31], [0.08, 2.05, 2.01], [1.23, -0.46, -0.35], [1.56, 2.08, 0.75], [0.12, 2.13, -0.12], [-0.25, -0.25, 0.99], [-1.57, -1.71, -0.90], [-0.68, -2.63, -1.70], [-0.36, -1.26, -2.16], [-0.76, 1.71, 2.31], [0.15, -1.80, -0.63]],
  "mulliken_charge": [-0.407, 0.271, -0.485, -0.484, -0.584, 0.341, 0.279, 0.280, 0.358, 0.380, 0.332, 0.308, 0.411]
}

---

Pick *a*: it beats the second-best structure by 0.0479 hartree.

---

*a*
{
  "formula": "C7H8",
  "method": "ωB97M-V with the def2-TZVPD basis set",
  "orbital_gap_ha": [0.341, 0.267],
  "total_charge": 1,
  "spin_multiplicity": 2,
  "symbols": ["C", "C", "C", "C", "C", "C", "C", "H", "H", "H", "H", "H", "H", "H", "H"],
  "xyz": [[-1.61, 0.24, -1.43], [-0.45, 0.08, -0.52], [-0.27, -1.17, 0.15], [0.44, -1.20, 1.33], [1.03, 0.05, 1.66], [1.42, 0.96, 0.64], [0.59, 1.07, -0.43], [-1.83, 1.29, -1.62], [-2.47, -0.30, -1.06], [-1.29, -0.06, -2.44], [-0.86, -2.03, -0.13], [0.70, -2.10, 1.85], [1.26, 0.26, 2.70], [2.38, 1.44, 0.65], [0.96, 1.46, -1.37]],
  "lowdin_spin": [0.053, 0.254, 0.104, 0.051, 0.344, 0.074, 0.064, 0.004, 0.005, 0.027, 0.001, 0.000, 0.016, 0.003, 0.000]
}

---

*b*
{
  "formula": "C7H8",
  "method": "ωB97M-V with the def2-TZVPD basis set",
  "orbital_gap_ha": [0.250, 0.252],
  "total_charge": 1,
  "spin_multiplicity": 2,
  "symbols": ["C", "C", "C", "C", "C", "C", "C", "H", "H", "H", "H", "H", "H", "H", "H"],
  "xyz": [[1.46, -1.02, -1.07], [0.48, -0.06, -0.33], [0.46, -0.17, 1.16], [-0.83, 0.10, 1.72], [-1.69, 0.66, 0.71], [-1.05, 0.56, -0.63], [0.20, 1.10, -1.08], [1.04, -1.41, -1.98], [2.34, -0.36, -1.17], [1.56, -1.81, -0.38], [1.23, -0.73, 1.69], [-1.12, -0.26, 2.76], [-2.72, 0.99, 0.89], [-1.76, 0.33, -1.54], [0.39, 2.09, -0.77]],
  "lowdin_spin": [0.044, 0.090, 0.007, 0.006, 0.025, 0.083, 0.668, 0.001, 0.001, 0.004, 0.001, 0.003, 0.001, 0.024, 0.043]
}

---

Pick *a*: it beats the second-best structure by 0.1432 hartree.

---

*a*
{
  "formula": "CH5N3O2",
  "method": "ωB97M-V with the def2-TZVPD basis set",
  "smiles": "O/N=N\\O.C=N",
  "orbital_gap_ha": 0.378,
  "total_charge": 0,
  "symbols": ["C", "N", "N", "N", "O", "O", "H", "H", "H", "H", "H"],
  "xyz": [[0.14, -1.74, 0.43], [0.11, 1.93, -1.52], [-0.36, -0.96, 1.24], [-1.00, 1.88, -1.11], [-1.56, 1.25, -0.09], [1.10, 1.14, -0.81], [0.40, -2.75, 0.73], [-0.95, 0.44, 0.26], [0.57, -1.22, -0.42], [-0.53, -1.25, 2.30], [2.07, 1.27, -1.01]],
  "mulliken_charge": [-0.219, -0.040, -0.441, 0.047, -0.340, -0.453, 0.277, 0.425, 0.205, 0.216, 0.322]
}

---

*b*
{
  "formula": "CH5N3O2",
  "method": "ωB97M-V with the def2-TZVPD basis set",
  "smiles": "[H]/N=C(\\N)[N@@H+]([O-])O",
  "orbital_gap_ha": 0.383,
  "total_charge": 0,
  "symbols": ["C", "N", "N", "N", "O", "O", "H", "H", "H", "H", "H"],
  "xyz": [[0.59, -0.21, 0.21], [1.00, 1.02, -0.17], [1.23, -1.29, 0.47], [-0.86, -0.29, 0.37], [-1.46, 0.78, 0.79], [-1.37, -0.49, -1.04], [-1.40, -1.21, 0.70], [0.31, 1.75, -0.24], [2.02, 1.26, -0.42], [-2.33, -0.25, -1.02], [2.28, -1.07, 0.36]],
  "mulliken_charge": [0.522, -0.380, -0.631, 0.226, -0.684, -0.495, 0.391, 0.236, 0.231, 0.349, 0.235]
}

---

Pick *b*: it beats the second-best structure by 0.0352 hartree.

---

*a*
{
  "formula": "H4SSi",
  "method": "ωB97M-V with the def2-TZVPD basis set",
  "smiles": "[SiH3]S",
  "orbital_gap_ha": 0.375,
  "total_charge": 0,
  "symbols": ["Si", "S", "H", "H", "H", "H"],
  "xyz": [[-0.52, 0.34, 0.06], [1.65, 0.04, 0.07], [-0.96, -0.42, -1.30], [-1.04, -0.47, 1.07], [-0.68, 1.72, 0.50], [1.54, -1.22, -0.40]],
  "mulliken_charge": [0.433, -0.330, -0.048, -0.105, -0.091, 0.141]
}

---

*b*
{
  "formula": "H4SSi",
  "method": "ωB97M-V with the def2-TZVPD basis set",
  "orbital_gap_ha": 0.361,
  "total_charge": 0,
  "symbols": ["Si", "S", "H", "H", "H", "H"],
  "xyz": [[0.51, -0.11, -0.34], [-1.60, 0.37, -0.30], [0.50, -0.44, 1.52], [1.03, -0.89, -1.47], [1.23, 1.10, -0.47], [-1.67, -0.03, 1.06]],
  "mulliken_charge": [0.394, -0.315, -0.070, -0.076, -0.096, 0.163]
}

---

Pick *a*: it beats the second-best structure by 0.0370 hartree.